Density functional theory data (the ωB97M-V functional and the def2-TZVPD basis) for a 9-piece molecular cluster, C8H32ClN16O12 overall at a distorted geometry.

Each atom is followed by the atoms it is bonded to, with distances in Å.
CARTESIAN COORDINATES (ANGSTROEM)
1 H 0.078 -3.893 -4.726  N20 1.010
2 O 3.779 6.896 -3.072  C38 1.228
3 H -4.898 3.549 3.759  N41 1.010
4 H -0.063 -6.758 1.970  N19 1.010
5 H 2.070 4.472 2.929  N14 1.010
6 H 1.838 4.566 -3.389  N12 1.010
7 C 3.509 3.563 1.979  N14 1.267, N24 1.331, O37 1.221
8 H -3.635 2.217 3.520  N41 1.010
9 H 1.360 -2.415 2.887  N61 1.010
10 O 3.314 -1.890 5.234  C44 1.207
11 H 2.760 -6.376 -0.524  N31 1.010
12 N 2.388 5.388 -3.596  H6 1.010, C38 1.251, H39 1.010
13 H 4.385 2.399 0.534  N24 1.010
14 N 2.309 3.952 2.097  H5 1.010, C7 1.267, H30 1.010
15 H 2.330 -6.035 -5.628  N36 1.010
16 H -2.841 -4.895 -1.726  N69 1.010
17 H -2.294 5.443 0.824  N22 1.010
18 O -2.433 -6.560 -3.520  C53 1.239
19 N 0.342 -6.230 1.210  H4 1.010, H50 1.010, C68 1.280
20 N 0.991 -3.464 -4.690  H1 1.010, C29 1.309, H45 1.010
21 H 2.463 -3.505 3.744  N61 1.010
22 N -2.165 6.330 0.359  H17 1.010, C51 1.293, H60 1.010
23 Cl -1.085 0.402 -0.509  O27 1.498, O42 1.434, O62 1.411, O63 1.405
24 N 3.527 2.790 0.896  C7 1.331, H13 1.010, H52 1.010
25 H 0.612 -5.788 -5.068  N36 1.010
26 H 1.838 5.431 -1.336  N32 1.010
27 O -0.173 0.983 -1.546  Cl23 1.498
28 H -4.501 -7.960 -3.541  N66 1.010
29 C 1.947 -4.306 -4.988  N20 1.309, N36 1.281, O54 1.143
30 H 1.533 3.524 1.613  N14 1.010
31 N 1.909 -5.954 -0.180  H11 1.010, H40 1.010, C68 1.240
32 N 2.278 6.292 -1.629  H26 1.010, C38 1.263, H57 1.010
33 H 1.420 -0.389 3.330  N35 1.010
34 C -3.589 3.565 5.067  N41 1.322, O48 1.208, N67 1.244
35 N 2.026 -0.421 4.138  H33 1.010, C44 1.313, H65 1.010
36 N 1.561 -5.498 -5.253  H15 1.010, H25 1.010, C29 1.281
37 O 4.503 3.938 2.582  C7 1.221
38 C 2.896 6.120 -2.717  O2 1.228, N12 1.251, N32 1.263
39 H 2.732 5.535 -4.534  N12 1.010
40 H 1.285 -5.468 -0.807  N31 1.010
41 N -4.091 2.986 3.989  H3 1.010, H8 1.010, C34 1.322
42 O -0.708 -0.972 -0.356  Cl23 1.434
43 O 2.057 -7.577 1.311  C68 1.241
44 C 2.453 -1.628 4.430  O10 1.207, N35 1.313, N61 1.336
45 H 1.158 -2.509 -4.406  N20 1.010
46 H -4.510 -5.553 -1.487  N69 1.010
47 H -5.001 -7.273 -1.982  N66 1.010
48 O -4.002 4.636 5.445  C34 1.208
49 H -2.142 3.584 6.167  N67 1.010
50 H -0.230 -5.548 0.734  N19 1.010
51 C -2.708 6.459 -0.808  N22 1.293, O55 1.199, N56 1.318
52 H 2.675 2.348 0.579  N24 1.010
53 C -3.405 -6.493 -2.754  O18 1.239, N66 1.282, N69 1.307
54 O 3.020 -3.920 -5.064  C29 1.143
55 O -3.116 7.508 -1.219  C51 1.199
56 N -2.570 5.364 -1.529  C51 1.318, H58 1.010, H59 1.010
57 H 2.821 6.918 -1.052  N32 1.010
58 H -2.575 4.437 -1.128  N56 1.010
59 H -3.036 5.686 -2.365  N56 1.010
60 H -2.535 7.114 0.877  N22 1.010
61 N 2.018 -2.605 3.629  H9 1.010, H21 1.010, C44 1.336
62 O -0.961 1.139 0.688  Cl23 1.411
63 O -2.426 0.566 -0.893  Cl23 1.405
64 H -2.162 2.096 5.224  N67 1.010
65 H 2.642 0.287 4.510  N35 1.010
66 N -4.336 -7.373 -2.735  H28 1.010, H47 1.010, C53 1.282
67 N -2.586 2.970 5.500  C34 1.244, H49 1.010, H64 1.010
68 C 1.502 -6.590 0.804  N19 1.280, N31 1.240, O43 1.241
69 N -3.552 -5.608 -1.804  H16 1.010, H46 1.010, C53 1.307

Properties
HOMO energy ... -7.32 eV
Maximum force ... 9.3 eV/Å
Net charge ... -1


Density functional theory data (the ωB97M-V functional and the def2-TZVPD basis) for a 8-piece molecular cluster, C8H32O8 overall at a distorted geometry.

Each atom is followed by the atoms it is bonded to, with distances in Å.
CARTESIAN COORDINATES (ANGSTROEM)
1 H -0.893 3.987 0.872  C21 1.090
2 C 6.703 -2.965 1.161  H15 1.090, H17 1.090, O22 1.372, H48 1.090
3 H 5.081 -1.911 1.604  O22 0.960
4 H -2.409 3.059 1.133  C21 1.090
5 O 0.268 -2.908 -7.917  H26 0.960, C27 1.408
6 H -6.132 -4.347 -0.036  C16 1.090
7 C 1.516 0.413 5.517  H12 1.090, H37 1.090, O41 1.423, H44 1.090
8 H -0.446 -1.718 -6.425  C27 1.090
9 H -2.398 4.809 1.206  C21 1.090
10 H -6.718 1.885 -0.161  C23 1.090
11 H -6.843 2.646 -1.839  C23 1.090
12 H 2.023 1.378 5.523  C7 1.090
13 H -3.058 3.515 -0.856  O25 0.960
14 H -4.978 -4.183 1.282  C16 1.090
15 H 6.471 -2.863 0.101  C2 1.090
16 C -5.518 -3.633 0.512  H6 1.090, H14 1.090, H30 1.090, O43 1.348
17 H 7.775 -2.964 1.361  C2 1.090
18 O -5.344 1.219 -1.616  C23 1.431, H24 0.960
19 H 1.459 -1.032 -1.605  C40 1.090
20 H -0.049 -0.601 -0.803  C40 1.090
21 C -1.967 3.951 0.689  H1 1.090, H4 1.090, H9 1.090, O25 1.410
22 O 6.017 -1.969 1.809  C2 1.372, H3 0.960
23 C -6.612 1.766 -1.240  H10 1.090, H11 1.090, O18 1.431, H31 1.090
24 H -5.255 0.317 -1.299  O18 0.960
25 O -2.334 4.115 -0.662  H13 0.960, C21 1.410
26 H 1.118 -2.491 -7.756  O5 0.960
27 C -0.694 -1.992 -7.451  O5 1.408, H8 1.090, H33 1.090, H47 1.090
28 H 5.593 4.469 1.425  C42 1.090
29 O 6.426 2.651 1.805  C42 1.388, H45 0.960
30 H -6.176 -2.995 1.102  C16 1.090
31 H -7.402 1.074 -1.532  C23 1.090
32 H -3.922 -3.743 -0.430  O43 0.960
33 H -1.696 -2.418 -7.503  C27 1.090
34 O 1.550 -0.978 0.452  H36 0.960, C40 1.411
35 H 4.553 3.106 1.024  C42 1.090
36 H 1.002 -0.577 1.131  O34 0.960
37 H 1.279 0.116 6.538  C7 1.090
38 H -0.348 0.934 5.085  O41 0.960
39 H 1.384 0.549 -0.789  C40 1.090
40 C 1.034 -0.483 -0.764  H19 1.090, H20 1.090, O34 1.411, H39 1.090
41 O 0.376 0.463 4.667  C7 1.423, H38 0.960
42 C 5.303 3.464 1.729  H28 1.090, O29 1.388, H35 1.090, H46 1.090
43 O -4.601 -3.076 -0.303  C16 1.348, H32 0.960
44 H 2.186 -0.274 5.000  C7 1.090
45 H 6.122 1.777 2.063  O29 0.960
46 H 4.825 3.472 2.709  C42 1.090
47 H -0.630 -1.080 -8.045  C27 1.090
48 H 6.360 -3.932 1.530  C2 1.090

Properties
SMILES ... CO.CO.CO.CO.CO.CO.CO.CO
HOMO energy ... -10.12 eV
Maximum force ... 3.3 eV/Å


Density functional theory data (the ωB97M-V functional and the def2-TZVPD basis) for a 8-piece molecular cluster, C8H32O8 overall at a distorted geometry.

Each atom is followed by the atoms it is bonded to, with distances in Å.
CARTESIAN COORDINATES (ANGSTROEM)
1 H 2.231 17.041 19.482  C32 1.090
2 H 0.416 27.221 11.977  O33 0.960
3 H 2.207 15.423 18.744  C32 1.090
4 H -7.971 23.222 17.650  C38 1.090
5 O 2.664 15.510 20.697  H10 0.960, C32 1.429
6 H -1.183 16.692 10.549  O19 0.960
7 H -6.289 22.772 17.453  C38 1.090
8 H 0.783 25.570 13.464  C24 1.090
9 H -1.054 14.419 10.742  C20 1.090
10 H 2.981 14.604 20.665  O5 0.960
11 H -0.666 26.616 13.740  C24 1.090
12 C -2.087 12.480 16.517  H17 1.090, O27 1.458, H36 1.090, H44 1.090
13 H 1.745 20.777 10.442  C18 1.090
14 O 1.822 22.721 9.844  C18 1.404, H41 0.960
15 H -0.933 11.070 15.679  O27 0.960
16 H 3.786 16.255 19.051  C32 1.090
17 H -1.451 13.365 16.518  C12 1.090
18 C 2.233 21.709 10.726  H13 1.090, O14 1.404, H22 1.090, H46 1.090
19 O -0.708 16.428 11.340  H6 0.960, C20 1.399
20 C -0.375 15.070 11.292  H9 1.090, O19 1.399, H37 1.090, H48 1.090
21 H -1.111 20.305 14.191  C31 1.090
22 H 3.286 21.538 10.504  C18 1.090
23 H -3.505 18.021 21.058  C40 1.090
24 C -0.223 25.827 13.133  H8 1.090, H11 1.090, H29 1.090, O33 1.465
25 O -2.415 16.433 21.146  H34 0.960, C40 1.390
26 H -3.152 17.247 19.335  C40 1.090
27 O -1.230 11.302 16.562  C12 1.458, H15 0.960
28 H -7.353 22.976 16.006  C38 1.090
29 H -0.819 24.915 13.092  C24 1.090
30 H -6.342 24.822 16.092  O35 0.960
31 C -1.561 19.785 15.036  H21 1.090, H39 1.090, H42 1.090, O43 1.375
32 C 2.765 16.095 19.397  H1 1.090, H3 1.090, O5 1.429, H16 1.090
33 O -0.026 26.389 11.795  H2 0.960, C24 1.465
34 H -1.496 16.616 21.353  O25 0.960
35 O -6.800 24.710 16.928  H30 0.960, C38 1.404
36 H -2.809 12.583 15.706  C12 1.090
37 H 0.602 14.883 10.847  C20 1.090
38 C -7.103 23.341 17.003  H4 1.090, H7 1.090, H28 1.090, O35 1.404
39 H -2.499 19.351 14.689  C31 1.090
40 C -2.863 17.487 20.358  H23 1.090, O25 1.390, H26 1.090, H45 1.090
41 H 1.541 23.501 10.328  O14 0.960
42 H -1.870 20.575 15.719  C31 1.090
43 O -0.735 18.820 15.564  C31 1.375, H47 0.960
44 H -2.697 12.588 17.414  C12 1.090
45 H -1.956 18.086 20.269  C40 1.090
46 H 2.047 21.798 11.796  C18 1.090
47 H -0.545 18.203 14.852  O43 0.960
48 H -0.265 14.743 12.325  C20 1.090

Properties
SMILES ... CO.CO.CO.CO.CO.CO.CO.CO
HOMO energy ... -10.23 eV
Maximum force ... 2.3 eV/Å


Density functional theory data (the ωB97M-V functional and the def2-TZVPD basis) for a 8-piece molecular cluster, C8H32O8 overall at a distorted geometry.

Each atom is followed by the atoms it is bonded to, with distances in Å.
CARTESIAN COORDINATES (ANGSTROEM)
1 O -3.059 3.427 -0.566  C20 1.420, H47 0.957
2 H 2.679 0.540 1.938  C19 1.088
3 C 0.538 1.741 -3.749  H24 1.099, H26 1.094, H28 1.089, O42 1.402
4 H 0.696 0.161 -2.628  O42 0.965
5 H -2.594 -3.268 1.736  O21 0.960
6 C 3.915 1.320 -1.569  H10 1.096, H14 1.090, O17 1.416, H34 1.090
7 H -3.846 1.756 -1.604  C20 1.093
8 O 0.414 0.993 -0.703  H27 0.962, C35 1.416
9 H -0.892 -0.504 -1.352  C35 1.095
10 H 4.202 1.703 -2.555  C6 1.096
11 H -0.517 -0.019 5.657  O30 0.962
12 H 0.879 -2.779 -2.096  O23 0.959
13 H -0.387 -3.634 -0.554  C41 1.091
14 H 3.209 0.492 -1.632  C6 1.090
15 H -1.077 -0.128 2.886  C37 1.095
16 H -3.777 -1.395 2.442  C33 1.094
17 O 5.095 0.963 -0.872  C6 1.416, H48 0.958
18 H -3.122 3.019 -2.580  C20 1.096
19 C 2.846 -0.532 1.848  H2 1.088, O22 1.415, H43 1.098, H44 1.091
20 C -3.718 2.839 -1.678  O1 1.420, H7 1.093, H18 1.096, H36 1.093
21 O -2.607 -2.539 1.112  H5 0.960, C33 1.410
22 O 2.918 -1.235 3.073  C19 1.415, H45 0.957
23 O 1.189 -2.428 -1.259  H12 0.959, C41 1.413
24 H 1.370 2.211 -3.207  C3 1.099
25 H -0.099 -2.131 0.371  C41 1.089
26 H -0.362 2.252 -3.396  C3 1.094
27 H 1.193 0.451 -0.544  O8 0.962
28 H 0.741 1.992 -4.790  C3 1.089
29 H -3.471 -0.708 0.886  C33 1.093
30 O -1.154 0.080 4.943  H11 0.962, C37 1.405
31 H -0.462 -1.514 3.659  C37 1.096
32 H -0.853 -0.229 0.376  C35 1.094
33 C -3.675 -1.659 1.385  H16 1.094, O21 1.410, H29 1.093, H40 1.094
34 H 3.432 2.190 -1.122  C6 1.090
35 C -0.804 0.279 -0.591  O8 1.416, H9 1.095, H32 1.094, H46 1.086
36 H -4.718 3.259 -1.814  C20 1.093
37 C -0.534 -0.428 3.789  H15 1.095, O30 1.405, H31 1.096, H39 1.094
38 H 0.923 -3.473 0.550  C41 1.102
39 H 0.457 0.004 3.624  C37 1.094
40 H -4.626 -2.030 0.990  C33 1.094
41 C 0.366 -2.918 -0.221  H13 1.091, O23 1.413, H25 1.089, H38 1.102
42 O 0.477 0.355 -3.548  C3 1.402, H4 0.965
43 H 1.983 -0.884 1.269  C19 1.098
44 H 3.767 -0.717 1.293  C19 1.091
45 H 2.793 -2.177 2.955  O22 0.957
46 H -1.632 0.973 -0.700  C35 1.086
47 H -3.524 4.227 -0.322  O1 0.957
48 H 5.429 0.104 -1.131  O17 0.958

Properties
SMILES ... CO.CO.CO.CO.CO.CO.CO.CO
HOMO energy ... -9.95 eV
Maximum force ... 1.7 eV/Å


Quick rundown of HOMO-LUMO gap, same order as above: 8.8; 10.3; 10.5; 10.5 eV
Quick rundown of DFT total energy, same order as above: -2563.13228; -925.71401; -925.69995; -925.73992 Ha
Quick rundown of energy above the lowest of the compared OMol25 structures with the same formula, charge and spin, same order as above: 183.32; 111.55; 120.38; 95.29 kcal per mole